[1]
A molecular structure, C46H40N3O3P2PdTe in a non-equilibrium geometry, computed with ωB97M-V with the def2-TZVPD basis set.

XYZ file:
```
96
Properties=species:S:1:pos:R:3:lowdin_charge:R:1
Pd -0.64705 -0.82307 -0.56332 0.623
O -4.95076 0.82420 -7.10067 0.075
C -4.98214 0.84217 -5.73207 -0.513
O -5.99755 1.23154 -5.20167 0.059
C -3.78875 0.38766 -5.02281 -0.187
C -2.62939 -0.11637 -5.63635 -0.058
C -1.55455 -0.56429 -4.90845 -0.035
C -1.56169 -0.55078 -3.48324 -0.310
C -2.73912 -0.01814 -2.87065 -0.087
C -3.79663 0.42953 -3.61118 -0.037
N -0.55209 -1.01039 -2.72329 -0.077
C 0.54689 -1.62366 -3.23533 -0.186
C 1.60315 -2.08195 -2.43548 -0.342
C 2.75264 -2.69070 -3.02600 -0.074
C 3.76733 -3.14566 -2.23134 -0.129
C 3.66225 -3.01827 -0.83246 -0.130
C 2.52096 -2.42647 -0.32439 -0.188
N 1.51984 -1.97121 -1.07229 0.007
H -4.09340 0.51333 -7.40440 0.066
H -2.54668 -0.17702 -6.71841 0.098
H -0.68519 -0.92882 -5.43796 0.079
H -2.78976 0.00974 -1.78863 0.065
H -4.67784 0.82926 -3.12538 0.112
H 0.64073 -1.80692 -4.30196 0.072
H 2.79608 -2.78046 -4.10517 0.095
H 4.64443 -3.60496 -2.67345 0.088
H 4.44157 -3.37204 -0.17063 0.073
H 2.39503 -2.31037 0.75061 0.092
Te 0.09435 3.14006 2.31049 1.233
C 1.46746 2.72000 3.91262 -0.543
C 1.07851 1.95890 5.00872 -0.137
C 2.02014 1.65191 5.97972 -0.164
N 3.29126 2.04560 5.93007 0.044
C 3.65790 2.76958 4.87495 -0.165
C 2.79333 3.13425 3.85291 -0.143
C 0.31434 1.21579 1.46334 -0.958
P 0.74580 1.08356 -0.26966 0.845
C 0.38822 2.64961 -1.14005 -0.378
C -0.86822 2.77686 -1.73042 -0.091
C -1.25700 3.96751 -2.32282 -0.077
C -0.38772 5.04966 -2.32805 -0.095
C 0.87040 4.92772 -1.75339 -0.093
C 1.26052 3.73655 -1.16133 -0.118
C 2.57115 1.05384 -0.32884 -0.358
C 3.21009 0.95431 -1.56586 -0.094
C 4.58589 0.82232 -1.63688 -0.082
C 5.34295 0.79188 -0.47201 -0.096
C 4.71404 0.87910 0.76107 -0.084
C 3.33302 0.99605 0.83090 -0.091
P -0.90094 -0.08197 1.62808 0.828
C -0.00951 -1.43921 2.51910 -0.369
C -0.49570 -2.74545 2.46409 -0.114
C 0.19299 -3.78377 3.07137 -0.089
C 1.38717 -3.52902 3.73260 -0.099
C 1.87641 -2.23319 3.79957 -0.082
C 1.17804 -1.19414 3.19879 -0.099
C -2.13648 0.39719 2.87588 -0.366
C -2.17562 -0.14009 4.15972 -0.087
C -3.12835 0.29579 5.07007 -0.088
C -4.05674 1.26043 4.70814 -0.092
C -4.03496 1.78805 3.42354 -0.087
C -3.08393 1.35769 2.51620 -0.133
H 0.06047 1.59882 5.09479 0.084
H 1.74630 1.05624 6.84570 0.099
H 4.70224 3.06690 4.84851 0.098
H 3.15049 3.71317 3.01080 0.088
H -1.53389 1.92242 -1.72501 0.068
H -2.23134 4.04851 -2.78902 0.104
H -0.69150 5.98913 -2.77328 0.096
H 1.55217 5.76983 -1.76281 0.098
H 2.24210 3.64402 -0.71432 0.101
H 2.61026 0.97351 -2.47023 0.112
H 5.07393 0.72922 -2.59933 0.101
H 6.41993 0.68904 -0.52727 0.095
H 5.29565 0.84447 1.67508 0.098
H 2.83198 1.04846 1.78838 0.066
H -1.41721 -2.93774 1.92771 0.087
H -0.19158 -4.79605 3.02754 0.098
H 1.93660 -4.34516 4.18595 0.096
H 2.80631 -2.03069 4.31760 0.103
H 1.54736 -0.17879 3.24350 0.072
H -1.44975 -0.88806 4.45114 0.100
H -3.14396 -0.12787 6.06700 0.100
H -4.79685 1.59722 5.42307 0.098
H -4.76607 2.53156 3.13204 0.103
H -3.06573 1.76533 1.51124 0.103
C -3.91132 -3.15138 -1.57559 -0.046
O -3.09147 -2.29532 -0.77010 -0.127
C -1.80261 -2.49018 -0.65145 -0.288
C -1.25745 -3.75746 -1.21243 -0.076
H -3.52005 -3.21710 -2.58982 0.099
H -4.89276 -2.68816 -1.60315 0.099
H -3.98086 -4.14870 -1.13783 0.092
H -1.71385 -4.61385 -0.69795 0.092
H -0.18190 -3.78704 -1.06679 0.064
H -1.47278 -3.85761 -2.27992 0.091
```

* LUMO energy (alpha / beta): 1.75 / 1.92 eV
* net charge: -1
* E_tot: -3245.4731 a.u.
* largest force on an atom: 0.0404 Eh/bohr
* orbital gap (alpha / beta): 3.789 / 4.045 eV

[2]
2 unconnected molecules or ions with the total composition C4H15N3S in a non-equilibrium geometry, computed with ωB97M-V with the def2-TZVPD basis set.

XYZ file:
```
23
Properties=species:S:1:pos:R:3:lowdin_charge:R:1
N 1.09939 1.63068 -0.75498 -0.064
C -0.17548 1.49935 -1.46488 -0.261
C -1.34863 1.82824 -0.55382 -0.296
N -2.57321 1.22013 -1.04938 -0.006
H 1.25222 2.54206 -0.34174 0.102
H 1.88398 1.40004 -1.35289 0.084
H -0.19350 2.10372 -2.37840 0.111
H -0.29417 0.45717 -1.77018 0.103
H -1.06359 1.34711 0.39295 0.074
H -1.45489 2.89143 -0.33509 0.113
H -2.54418 0.22526 -0.85203 0.038
H -3.40405 1.59951 -0.61936 0.060
N -1.19718 -1.49730 0.26050 -0.010
C -0.52530 -1.11395 1.52155 -0.392
C 0.83400 -1.71112 1.77791 -0.387
S 1.96083 -1.04881 0.22334 0.521
H -1.63711 -2.38829 0.46806 0.067
H -0.43862 -1.71055 -0.38807 0.017
H -0.40745 -0.03097 1.58734 0.072
H -1.22954 -1.38609 2.31854 0.109
H 0.99152 -2.77519 1.64502 0.048
H 1.33277 -1.26786 2.63167 0.049
H 1.35834 0.26559 -0.04632 -0.152
```

* relative energy (zero: lowest compared OMol25 entry of this formula, charge and spin): 0.683 eV
* LUMO energy: 0.88 eV
* net charge: 0
* E_tot: -723.8094 a.u.
* largest force on an atom: 0.0668 Eh/bohr
* SMILES: NCCN.NCCS
* orbital gap: 9.229 eV

[3]
A gas-phase ion, C3H7OS2 (charge +1) in a non-equilibrium geometry, computed with ωB97M-V with the def2-TZVPD basis set.

XYZ file:
```
13
Properties=species:S:1:pos:R:3:lowdin_charge:R:1
C -0.92589 0.93436 0.22295 -1.059
C -0.36387 -1.61456 0.06767 0.064
C 1.30888 0.10348 -0.58061 -0.016
O -0.08390 -0.17343 -0.37529 -0.300
S -2.29485 0.50582 1.00651 0.837
S -0.31258 2.51559 0.11730 0.947
H -0.92292 -2.01448 -0.75954 0.113
H 0.62486 -2.09430 0.23448 0.121
H -0.87894 -1.67608 1.07662 0.097
H 1.84903 -0.47794 -1.31087 0.125
H 1.42298 1.15915 -0.64517 0.041
H 1.89394 -0.26674 0.27628 0.127
H -1.31676 3.09913 0.66966 -0.096
```

* relative energy (zero: lowest compared OMol25 entry of this formula, charge and spin): 2.080 eV
* LUMO energy: -4.97 eV
* net charge: +1
* E_tot: -989.7414 a.u.
* largest force on an atom: 0.0655 Eh/bohr
* orbital gap: 9.038 eV

[4]
A single C3H4O4 molecule in a non-equilibrium geometry, computed with ωB97M-V with the def2-TZVPD basis set.

XYZ file:
```
11
Properties=species:S:1:pos:R:3:lowdin_charge:R:1
O 0.62371 -0.78379 1.40996 0.160
C 0.39806 0.12934 0.52265 -0.675
O -0.47005 1.20531 0.92812 0.053
O 1.56082 0.77407 0.03814 0.063
C -0.34590 -0.38950 -0.68113 -0.085
C -1.15496 -1.00004 -1.38929 0.093
O -1.09125 0.44903 -1.62540 -0.042
H 0.69721 -0.40622 2.27767 0.137
H -0.99516 1.48542 0.13269 0.116
H 2.31948 0.22207 0.32329 0.124
H -1.54195 -1.68568 -1.93672 0.056
```

* relative energy (zero: lowest compared OMol25 entry of this formula, charge and spin): 5.160 eV
* LUMO energy: 0.55 eV
* net charge: 0
* E_tot: -417.5036 a.u.
* largest force on an atom: 0.1142 Eh/bohr
* SMILES: OC(O)(O)C1=CO1
* orbital gap: 9.145 eV

[5]
2 unconnected molecules or ions with the total composition CH2F2IP in a non-equilibrium geometry, computed with ωB97M-V with the def2-TZVPD basis set.

XYZ file:
```
7
Properties=species:S:1:pos:R:3:lowdin_charge:R:1
C -1.00809 -0.43091 -0.11353 -0.910
F -1.06164 -1.18669 0.99987 -0.050
F -1.38594 -1.25793 -1.14474 -0.077
P 1.82895 0.00043 -0.43967 0.664
I -2.22740 1.30742 -0.04656 0.803
H 2.12011 0.16502 0.93420 -0.218
H 1.73401 1.40265 -0.18956 -0.211
```

* relative energy (zero: lowest compared OMol25 entry of this formula, charge and spin): 2.475 eV
* LUMO energy (alpha / beta): -1.42 / -1.45 eV
* net charge: 0
* E_tot: -877.9472 a.u.
* largest force on an atom: 0.0339 Eh/bohr
* orbital gap (alpha / beta): 7.793 / 7.580 eV

[6]
3 unconnected molecules or ions with the total composition C4H15N2O2 in a non-equilibrium geometry, computed with ωB97M-V with the def2-TZVPD basis set.

XYZ file:
```
23
Properties=species:S:1:pos:R:3:lowdin_charge:R:1
C 1.76170 -0.69702 -0.88006 -0.205
C 0.78807 0.37175 -1.27384 -0.184
C -0.61955 0.01938 -1.48646 -0.402
C -1.22768 -0.63442 -2.43301 0.038
N -1.45964 0.57164 -0.43115 0.118
N 1.64894 -1.48690 0.41386 0.112
H 1.79332 -1.33956 -1.77103 0.119
H 2.91117 -0.18511 -0.86705 0.200
H 0.98421 1.24105 -0.47970 0.159
H 1.11799 0.74250 -2.20229 0.114
H -2.27619 -0.55463 -2.59889 0.063
H -0.63062 -1.21051 -3.22073 0.098
H -1.15954 1.03565 0.32887 0.001
H -2.31583 0.18250 -0.25952 0.049
H 2.56728 -2.11258 0.55026 0.220
H 1.44902 -0.54606 1.05397 0.152
H 0.84671 -2.16540 0.57705 0.180
H 0.12283 0.44894 2.59848 0.097
H 1.62390 1.13589 2.62220 0.106
O 0.90257 0.75615 2.06190 -0.062
H -2.97625 1.58318 3.31177 -0.043
H -3.24593 1.50208 1.82804 0.073
O -2.60649 1.34151 2.55734 -0.003
```

* relative energy (zero: lowest compared OMol25 entry of this formula, charge and spin): 3.455 eV
* LUMO energy: -3.41 eV
* net charge: +1
* E_tot: -421.0665 a.u.
* largest force on an atom: 0.1345 Eh/bohr
* orbital gap: 8.113 eV

[7]
2 unconnected molecules or ions with the total composition C19H42BClN2O10PS in a non-equilibrium geometry, computed with ωB97M-V with the def2-TZVPD basis set.

XYZ file:
```
77
Properties=species:S:1:pos:R:3:lowdin_charge:R:1
C 3.26296 -0.85792 2.51344 -0.104
C 3.73323 -0.24259 1.19675 -0.308
N 2.88958 -0.65560 0.07130 0.083
B 1.74519 0.26862 -0.33012 -0.974
O 1.43918 1.30286 0.64633 0.054
O 0.45349 -0.55301 -0.54782 0.127
C -0.12444 -0.30359 -1.71810 -0.514
O -0.41861 -1.52330 -2.45769 -0.063
C -1.52726 -2.22702 -1.95059 -0.192
C -1.46980 -3.70127 -2.32456 -0.186
N -0.74601 -4.50883 -1.33596 -0.052
C -1.47498 -4.70195 -0.07530 -0.185
C -0.79638 -3.96029 1.07238 -0.428
C -1.65427 -3.86531 2.32522 -0.043
O 0.41191 -4.63607 1.43371 -0.043
O -1.38878 0.29967 -1.59711 -0.067
C -1.53952 1.25076 -0.55426 -0.151
C -2.05434 0.63965 0.74638 -0.372
C -3.28647 -0.22517 0.55009 -0.030
O -2.37117 1.74488 1.62359 -0.045
C 0.93802 0.49404 -2.57659 -0.533
C 1.46199 -0.24074 -3.81934 -0.482
S 2.85947 -1.36146 -3.63375 0.905
C 2.14980 -2.98433 -3.25988 -0.531
C 2.31426 -3.39204 -1.80164 -0.168
P 0.47621 2.21725 -3.33477 0.702
O -1.17277 2.28700 -3.35790 -0.375
Cl 0.81185 3.59441 -1.81298 0.282
O 1.96033 0.83015 -1.70605 -0.058
H 4.05917 -0.81571 3.26415 0.056
H 2.36283 -0.37422 2.89024 0.064
H 3.05616 -1.91498 2.32703 0.065
H 4.75197 -0.60668 1.01375 0.100
H 3.80814 0.84629 1.30596 0.095
H 3.48645 -0.71759 -0.74554 0.072
H 1.95050 2.08060 0.43242 0.050
H -2.46032 -1.80491 -2.34012 0.125
H -1.54232 -2.16251 -0.86224 0.093
H -1.01728 -3.83758 -3.30779 0.114
H -2.51517 -4.04417 -2.40742 0.109
H -0.61514 -5.41986 -1.75716 0.104
H -1.45888 -5.76630 0.17715 0.126
H -2.52575 -4.39548 -0.15359 0.114
H -0.51401 -2.95429 0.74300 0.130
H -1.51135 -4.75743 2.93821 0.078
H -2.70898 -3.72817 2.08632 0.070
H -1.33416 -3.01237 2.92760 0.080
H 0.91167 -4.72761 0.61812 0.066
H -2.28241 1.97428 -0.90451 0.132
H -0.61602 1.78677 -0.34195 0.081
H -1.24849 0.09130 1.23470 0.145
H -4.01138 0.27068 -0.10240 0.088
H -3.04859 -1.20594 0.14650 0.058
H -3.76056 -0.38060 1.52514 0.082
H -3.29030 1.96310 1.48158 0.070
H 0.63504 -0.71722 -4.35018 0.088
H 1.87101 0.51699 -4.49622 0.029
H 2.66796 -3.68123 -3.92556 0.054
H 1.10259 -2.96321 -3.55487 0.044
H 3.36985 -3.51776 -1.55602 0.068
H 1.79043 -4.33360 -1.61059 0.044
H 1.88859 -2.63767 -1.13809 0.051
H -1.49840 1.43379 -3.65452 0.046
O -0.00038 7.55477 5.01117 0.089
C -0.34059 6.97960 4.01122 -0.540
O -0.28475 5.64152 3.97969 0.004
C -0.85709 4.86786 2.90825 -0.223
C 0.08367 4.71309 1.73628 -0.061
C -0.76630 7.73555 2.77078 0.006
H -1.81445 5.29820 2.61025 0.109
H -1.06625 3.89597 3.34888 0.121
H 0.32399 5.67615 1.28200 0.067
H -0.36132 4.07472 0.97586 0.055
H 1.01645 4.25480 2.06454 0.089
H 0.12148 7.94615 2.17595 0.092
H -1.20486 8.67829 3.08715 0.085
H -1.48515 7.20782 2.15011 0.068
```

* LUMO energy: 2.52 eV
* net charge: -1
* E_tot: -2835.8900 a.u.
* largest force on an atom: 0.0221 Eh/bohr
* orbital gap: 7.453 eV

[8]
A single C3H6N2S2 molecule in a non-equilibrium geometry, computed with ωB97M-V with the def2-TZVPD basis set.

XYZ file:
```
13
Properties=species:S:1:pos:R:3:lowdin_spin:R:1
C 0.62750 0.78296 -1.00863 0.137
C 0.55260 2.02320 -0.74125 0.093
C -0.26956 -0.15798 -0.19765 0.070
N -0.39962 -2.04987 1.13469 0.040
N 0.47552 -1.16700 0.45602 0.015
S -0.64899 2.62172 0.24364 0.771
S -1.39575 0.82882 0.87395 0.787
H 1.30858 0.43415 -1.69328 0.008
H 1.42066 2.61403 -1.02650 0.018
H -1.00613 -0.77371 -0.86809 0.030
H -1.18818 -1.44518 1.49983 0.029
H -0.81892 -2.64917 0.39942 0.002
H 1.34228 -1.06196 0.92786 0.002
```

* relative energy (zero: lowest compared OMol25 entry of this formula, charge and spin): 1.800 eV
* LUMO energy (alpha / beta): 0.82 / -1.93 eV
* net charge: 0
* E_tot: -1023.6027 a.u.
* ⟨S²⟩: 2.016
* largest force on an atom: 0.1023 Eh/bohr
* 2S+1: 3
* orbital gap (alpha / beta): 5.795 / 7.247 eV

Copy entry 8 word for word.
A single C3H6N2S2 molecule in a non-equilibrium geometry, computed with ωB97M-V with the def2-TZVPD basis set.

XYZ file:
```
13
Properties=species:S:1:pos:R:3:lowdin_spin:R:1
C 0.62750 0.78296 -1.00863 0.137
C 0.55260 2.02320 -0.74125 0.093
C -0.26956 -0.15798 -0.19765 0.070
N -0.39962 -2.04987 1.13469 0.040
N 0.47552 -1.16700 0.45602 0.015
S -0.64899 2.62172 0.24364 0.771
S -1.39575 0.82882 0.87395 0.787
H 1.30858 0.43415 -1.69328 0.008
H 1.42066 2.61403 -1.02650 0.018
H -1.00613 -0.77371 -0.86809 0.030
H -1.18818 -1.44518 1.49983 0.029
H -0.81892 -2.64917 0.39942 0.002
H 1.34228 -1.06196 0.92786 0.002
```

* relative energy (zero: lowest compared OMol25 entry of this formula, charge and spin): 1.800 eV
* LUMO energy (alpha / beta): 0.82 / -1.93 eV
* net charge: 0
* E_tot: -1023.6027 a.u.
* ⟨S²⟩: 2.016
* largest force on an atom: 0.1023 Eh/bohr
* 2S+1: 3
* orbital gap (alpha / beta): 5.795 / 7.247 eV

Q: Look up the E_tot of the second one.
A: -723.8094 a.u.

Q: What is the formula in the second record?
A: C4H15N3S